Computed, not measured: a molecular structure, C46H66N2O4P2PtSb in a non-equilibrium geometry, with ωB97M-V/def2-TZVPD.

The calculation puts the total energy at -88305.3714 eV. Its energy relative to the best compared isomer or geometry (same formula, charge and spin) is 18.67 kcal per mole. As for the orbital gap: 6.34 eV. As for the total charge: -1.

CARTESIAN COORDINATES (ANGSTROEM)
Pt (0.423, 0.334, -0.220)
C (3.251, 2.419, -1.731)
C (2.329, 3.534, -2.150)
C (2.863, 4.782, -2.455)
C (2.061, 5.840, -2.856)
C (0.694, 5.654, -2.976)
C (0.145, 4.414, -2.680)
C (0.937, 3.352, -2.247)
P (0.226, 1.691, -1.894)
C (-1.585, 1.897, -2.196)
C (-2.172, 1.159, -3.224)
C (-3.548, 1.114, -3.391)
C (-4.368, 1.809, -2.519)
C (-3.797, 2.543, -1.491)
C (-2.419, 2.599, -1.308)
C (-1.878, 3.416, -0.163)
C (0.828, 0.819, -3.368)
C (1.146, 1.372, -4.605)
C (1.639, 0.552, -5.607)
C (1.804, -0.809, -5.365)
C (1.474, -1.351, -4.133)
C (0.981, -0.534, -3.114)
C (0.604, -1.039, -1.752)
H (4.266, 2.790, -1.586)
H (3.278, 1.629, -2.488)
H (2.898, 1.948, -0.809)
H (3.935, 4.921, -2.373)
H (2.507, 6.801, -3.082)
H (0.053, 6.463, -3.304)
H (-0.919, 4.269, -2.801)
H (-1.548, 0.589, -3.900)
H (-3.972, 0.521, -4.193)
H (-5.445, 1.770, -2.624)
H (-4.436, 3.073, -0.793)
H (-2.613, 3.486, 0.641)
H (-1.627, 4.430, -0.479)
H (-0.970, 2.967, 0.242)
H (1.025, 2.437, -4.774)
H (1.911, 0.969, -6.570)
H (2.206, -1.447, -6.143)
H (1.614, -2.410, -3.946)
H (1.375, -1.730, -1.397)
H (-0.328, -1.603, -1.805)
C (-2.996, -2.971, 3.859)
C (-2.447, -1.800, 3.040)
C (-3.545, -0.736, 2.909)
C (-1.313, -1.139, 3.833)
P (-1.778, -2.137, 1.272)
N (-1.052, -0.949, 0.655)
C (-0.788, -3.757, 1.397)
C (0.219, -3.664, 2.554)
C (0.078, -3.846, 0.132)
C (-1.589, -5.053, 1.565)
C (-3.347, -2.469, 0.202)
C (-3.881, -1.103, -0.270)
C (-4.501, -3.258, 0.829)
C (-2.924, -3.195, -1.084)
H (-3.389, -2.581, 4.806)
H (-2.220, -3.695, 4.110)
H (-3.807, -3.502, 3.363)
H (-3.759, -0.320, 3.899)
H (-4.478, -1.144, 2.519)
H (-3.219, 0.074, 2.252)
H (-1.735, -0.558, 4.660)
H (-0.761, -0.473, 3.172)
H (-0.610, -1.854, 4.255)
H (0.783, -2.732, 2.524)
H (0.947, -4.473, 2.441)
H (-0.249, -3.789, 3.532)
H (0.717, -2.966, 0.075)
H (-0.493, -3.921, -0.790)
H (0.716, -4.734, 0.209)
H (-2.247, -5.036, 2.435)
H (-0.881, -5.877, 1.708)
H (-2.190, -5.296, 0.691)
H (-4.491, -0.606, 0.482)
H (-4.512, -1.254, -1.154)
H (-3.050, -0.446, -0.536)
H (-4.965, -2.723, 1.657)
H (-4.200, -4.243, 1.184)
H (-5.279, -3.408, 0.070)
H (-2.121, -2.657, -1.585)
H (-3.782, -3.226, -1.765)
H (-2.604, -4.220, -0.917)
O (3.596, -2.295, 2.179)
C (3.138, -1.721, 1.178)
O (2.123, -0.987, 1.094)
C (3.875, -1.926, -0.144)
C (4.807, -2.951, -0.271)
C (5.461, -3.163, -1.473)
C (5.171, -2.323, -2.539)
C (4.253, -1.291, -2.443)
C (3.603, -1.104, -1.234)
N (5.861, -2.540, -3.818)
O (6.679, -3.436, -3.884)
O (5.650, -1.757, -4.723)
H (5.005, -3.567, 0.596)
H (6.182, -3.956, -1.598)
H (4.050, -0.667, -3.302)
H (2.853, -0.328, -1.116)
C (1.089, 4.596, 1.298)
C (1.658, 3.479, 2.164)
Sb (0.601, 1.602, 2.071)
C (1.770, 0.614, 3.562)
C (1.753, 1.285, 4.929)
C (-1.129, 2.117, 3.263)
C (-1.149, 3.506, 3.890)
H (1.722, 5.487, 1.326)
H (0.091, 4.896, 1.623)
H (1.006, 4.290, 0.262)
H (1.708, 3.788, 3.211)
H (2.681, 3.238, 1.859)
H (2.776, 0.540, 3.148)
H (1.413, -0.412, 3.602)
H (2.172, 2.294, 4.897)
H (2.345, 0.711, 5.646)
H (0.741, 1.363, 5.335)
H (-1.170, 1.355, 4.043)
H (-2.004, 1.951, 2.633)
H (-0.285, 3.668, 4.537)
H (-2.045, 3.641, 4.503)
H (-1.149, 4.299, 3.141)

Computed, not measured: a molecular structure, C46H67BBr2HfN8O4SSi, with ωB97M-V/def2-TZVPD.

The calculation puts the total energy at -229694.0438 eV. Its energy relative to the best compared isomer or geometry (same formula, charge and spin) is 14.55 kcal per mole. As for the orbital gap: 7.72 eV.

CARTESIAN COORDINATES (ANGSTROEM)
Hf (0.892, -0.497, -0.878)
C (1.647, 2.742, 1.514)
C (2.260, 2.642, 0.153)
C (2.897, 3.707, -0.487)
C (3.280, 3.232, -1.721)
C (3.979, 3.957, -2.830)
N (2.914, 1.945, -1.787)
N (2.287, 1.551, -0.629)
B (2.981, 1.039, -3.012)
N (3.721, -0.256, -2.653)
N (3.194, -1.196, -1.805)
C (3.919, -2.301, -1.987)
C (3.590, -3.664, -1.462)
C (4.975, -2.040, -2.871)
C (4.806, -0.743, -3.287)
C (5.631, 0.037, -4.264)
N (1.504, 0.788, -3.501)
N (0.442, 1.050, -2.664)
C (-0.631, 1.208, -3.452)
C (-1.944, 1.673, -2.922)
C (-0.265, 1.020, -4.788)
C (1.092, 0.750, -4.770)
C (2.032, 0.492, -5.903)
H (2.313, 3.321, 2.161)
H (0.688, 3.261, 1.456)
H (1.446, 1.775, 1.961)
H (3.038, 4.706, -0.096)
H (4.232, 4.964, -2.495)
H (4.899, 3.449, -3.128)
H (3.345, 4.037, -3.717)
H (3.577, 1.593, -3.896)
H (2.519, -3.792, -1.328)
H (3.926, -4.397, -2.197)
H (4.093, -3.891, -0.519)
H (5.730, -2.744, -3.203)
H (6.498, -0.560, -4.548)
H (5.070, 0.280, -5.169)
H (5.985, 0.975, -3.834)
H (-1.924, 1.693, -1.836)
H (-2.130, 2.687, -3.281)
H (-2.764, 1.040, -3.264)
H (-0.908, 1.063, -5.657)
H (1.469, 0.189, -6.785)
H (2.604, 1.392, -6.151)
H (2.737, -0.305, -5.652)
C (-3.566, -0.531, -0.580)
C (-3.096, -1.236, -1.816)
C (-4.087, -1.825, -2.640)
C (-3.744, -2.550, -3.731)
C (-2.380, -2.724, -4.040)
C (-1.909, -3.505, -5.124)
Br (-3.128, -4.383, -6.285)
C (-0.579, -3.657, -5.343)
C (0.340, -3.027, -4.484)
Br (2.187, -3.252, -4.814)
C (-0.046, -2.250, -3.408)
O (0.834, -1.678, -2.632)
C (-1.448, -2.091, -3.189)
N (-1.806, -1.341, -2.099)
H (-4.655, -0.578, -0.511)
H (-3.250, 0.510, -0.569)
H (-3.130, -0.981, 0.311)
H (-5.130, -1.691, -2.374)
H (-4.498, -3.013, -4.352)
H (-0.219, -4.261, -6.165)
C (3.539, 0.023, 1.664)
N (2.334, -0.786, 1.445)
C (1.470, -0.760, 2.632)
C (2.774, -2.168, 1.238)
C (1.618, -3.055, 0.893)
C (1.638, -4.377, 1.323)
C (0.624, -5.249, 0.956)
C (-0.438, -4.761, 0.202)
C (-0.458, -3.427, -0.186)
C (0.579, -2.525, 0.118)
H (4.202, -0.472, 2.385)
H (3.279, 1.003, 2.054)
H (4.076, 0.152, 0.720)
H (1.987, -1.220, 3.486)
H (0.546, -1.300, 2.444)
H (1.208, 0.264, 2.881)
H (3.281, -2.533, 2.138)
H (3.507, -2.152, 0.440)
H (2.466, -4.729, 1.935)
H (0.660, -6.292, 1.256)
H (-1.254, -5.420, -0.086)
H (-1.326, -3.086, -0.729)
C (0.829, 1.578, 5.545)
C (-0.347, 2.140, 4.762)
C (-1.574, 2.214, 5.664)
C (-0.006, 3.526, 4.229)
O (-0.554, 1.212, 3.672)
Si (-1.614, 1.027, 2.431)
S (-0.779, 0.985, 0.500)
O (-2.638, 2.294, 2.589)
C (-3.675, 2.978, 1.857)
C (-4.059, 4.172, 2.713)
C (-4.866, 2.043, 1.685)
C (-3.182, 3.457, 0.500)
O (-2.341, -0.436, 2.565)
C (-2.915, -1.239, 3.617)
C (-1.818, -1.683, 4.580)
C (-3.503, -2.451, 2.924)
C (-4.015, -0.469, 4.339)
H (1.008, 2.175, 6.443)
H (1.738, 1.588, 4.932)
H (0.627, 0.542, 5.842)
H (-1.355, 2.837, 6.535)
H (-1.848, 1.216, 6.018)
H (-2.421, 2.646, 5.127)
H (0.055, 4.237, 5.058)
H (-0.774, 3.868, 3.530)
H (0.960, 3.512, 3.716)
H (-4.345, 3.841, 3.716)
H (-4.903, 4.707, 2.266)
H (-3.215, 4.865, 2.803)
H (-5.266, 1.756, 2.662)
H (-4.562, 1.132, 1.151)
H (-5.658, 2.537, 1.115)
H (-2.299, 4.094, 0.616)
H (-3.971, 4.036, 0.006)
H (-2.907, 2.616, -0.138)
H (-1.127, -2.367, 4.072)
H (-2.251, -2.200, 5.442)
H (-1.243, -0.824, 4.932)
H (-2.728, -2.968, 2.348)
H (-4.306, -2.149, 2.241)
H (-3.916, -3.144, 3.665)
H (-3.636, 0.474, 4.741)
H (-4.418, -1.063, 5.164)
H (-4.829, -0.242, 3.645)

Number 1: highest occupied orbital energy -4.260 eV. Number 2: highest occupied orbital energy -7.486 eV.